Computed, not measured: a structure of composition C36H58Cl2N4O2PSi4SnTe, with wB97M-V/def2-TZVPD.

```
109
C36H58Cl2N4O2PSi4SnTe (wB97M-V/def2-TZVPD)
Te -0.8871 1.9575 0.4037
Sn -1.6425 -2.2566 0.0153
Cl -7.6956 0.9716 -1.3605
Cl -7.8474 -1.6401 -3.1780
P 1.9016 -2.6068 -0.2218
Si 1.3036 3.9930 -2.4905
Si 1.0331 3.3626 -0.2176
Si 2.4160 4.1224 1.5626
Si -2.2542 4.0508 0.8857
O -4.2902 -4.9838 -2.0159
O -3.4171 1.1332 1.3894
N -3.4374 -3.1246 -0.9141
N -1.4498 -1.6160 2.4007
N -1.5119 -4.6328 0.1582
N -3.4251 -1.0746 0.6893
C -2.0757 0.2273 3.7707
C 2.3036 -0.9048 -0.9007
C -2.3195 -5.2138 -0.7384
C 2.5068 5.9805 1.4951
C -0.5900 -2.0156 3.3449
C -5.4485 -0.1114 -0.3635
C -1.1097 -7.2628 -0.5745
C 3.3724 -4.3284 1.4148
C 4.1330 3.4163 1.4708
C -3.4747 -4.4070 -1.3091
C -6.5540 -1.4040 -2.0574
C -4.4583 -1.0776 -0.2670
C 3.3812 -2.9019 0.8612
C -2.8669 3.9949 2.6241
C -0.5145 -5.3456 0.7045
C 0.9925 -3.8922 -2.5693
C -3.1160 -0.0742 1.4925
C 3.7570 -0.5962 -1.2594
C -0.2780 -6.6614 0.3637
C -2.1470 -6.5312 -1.1264
C -0.0969 3.1949 -3.4045
C -0.4247 -1.3297 4.5325
C -6.4933 -0.2704 -1.2601
C 3.5022 -3.8408 -2.3171
C -1.0555 5.4722 0.6910
C 2.1652 -3.8594 -1.5755
C -2.1751 -0.5092 2.6022
C 3.3588 -1.8923 2.0140
C -4.5014 -2.2180 -1.0902
C 1.5811 3.5251 3.1122
C -5.5630 -2.3741 -1.9729
C 1.3928 -0.5421 -2.0861
C -1.1918 -0.1922 4.7515
C 1.1766 5.8521 -2.5710
C -3.6246 4.0992 -0.3405
C 2.9626 3.4619 -3.1430
H -0.2276 5.3869 1.4087
H 2.0069 -0.2573 -0.0614
H 4.4469 -0.7900 -0.4360
H -1.0518 3.6562 -3.1285
H 3.1113 3.9120 -4.1307
H 0.5417 -7.2014 0.8211
H -2.0596 3.7995 3.3362
H -3.3323 4.9547 2.8785
H -0.1726 2.1255 -3.1819
H -0.6407 5.5298 -0.3286
H -5.4142 0.7613 0.2689
H 0.0324 3.3086 -4.4864
H 3.7802 3.8017 -2.4961
H -0.0295 -2.9207 3.1336
H 2.2516 3.6287 3.9731
H 1.4502 0.5387 -2.2969
H -2.8394 -6.9426 -1.8495
H 1.2987 2.4697 3.0235
H 2.4599 -2.0305 2.6282
H -3.6205 3.2079 2.7194
H 3.6159 -4.7631 -2.8974
H 4.0881 -1.1776 -2.1212
H 3.0428 2.3757 -3.2508
H 0.6674 4.0940 3.3230
H 3.4931 -5.0785 0.6283
H 4.2981 -2.7601 0.2839
H 2.9881 6.3212 0.5706
H -0.9440 -8.2903 -0.8733
H 3.5496 -3.0060 -3.0212
H 1.5219 6.4539 1.5543
H -1.0973 0.3596 5.6788
H 4.2321 -2.0276 2.6589
H 1.3321 6.1745 -3.6067
H -5.6229 -3.2552 -2.5901
H -3.2601 4.2562 -1.3590
H 4.1304 2.3246 1.5296
H 2.4358 -4.5357 1.9470
H -4.1686 3.1494 -0.3109
H -1.5654 6.4250 0.8892
H 3.8499 0.4642 -1.5238
H 4.7116 3.7989 2.3189
H 0.0282 -3.7903 -2.0670
H 4.1930 -4.4605 2.1257
H 1.0679 -3.0992 -3.3156
H 2.1045 -4.7905 -1.0030
H 3.1061 6.3438 2.3372
H -2.6973 1.1050 3.8907
H -4.3245 4.9063 -0.0932
H 3.3578 -0.8560 1.6605
H 1.7076 -1.0669 -2.9909
H 1.9355 6.3424 -1.9497
H 4.3560 -3.7742 -1.6385
H 0.1945 6.2158 -2.2538
H 4.6536 3.7048 0.5504
H 0.1028 -4.8294 1.4304
H 0.3505 -0.7891 -1.8937
H 0.9831 -4.8460 -3.1071
H 0.2880 -1.6813 5.2686
```

Results
Relative energy (zero: lowest compared OMol25 entry of this formula, charge and spin) ... 0.0 kcal/mol
Kohn-Sham gap ... 4.408 eV
E_tot ... -4678.07595 hartree
Total charge ... +1

***

Computed, not measured: a structure of composition C36H58N2O7S6SiSr at a distorted geometry, with wB97M-V/def2-TZVPD.

```
111
C36H58N2O7S6SiSr (wB97M-V/def2-TZVPD)
Sr 0.5203 0.1394 0.5976
S -1.1123 -0.4212 -2.5107
S 2.0946 3.7875 4.2450
S 4.5248 2.4636 3.3945
S 0.2227 1.8592 2.9722
S -2.5660 0.6099 1.5672
S 3.2007 0.2492 1.9249
Si -0.7762 -2.3830 -2.1374
O -1.7090 0.9391 0.3715
O 4.5134 4.6825 4.8343
O -0.4439 -3.3687 -3.4491
O 0.4684 -2.5022 -1.0368
O -2.0074 -3.2452 -1.4167
O 0.2311 -2.5563 3.5707
O -0.7095 -1.3993 1.8940
N 2.9129 0.4902 -1.8958
N 1.2418 2.7950 -0.6507
C -0.4434 -2.0214 -5.4953
C -6.5638 -1.9950 3.7799
C -4.6089 -1.1963 1.9507
C 0.0164 -3.2919 -4.7865
C -3.8090 1.9372 1.5514
C -4.1543 2.0932 -0.9511
C 0.1290 2.9211 -1.5822
C -6.3692 2.0118 -1.8983
C 1.8812 2.3167 3.2886
C -0.5666 -4.5137 -5.4967
C -3.7141 -3.0207 -3.1613
C -4.2587 -1.5356 3.2572
C 3.0119 1.6972 2.8870
C -5.2315 -1.9273 4.1653
C 1.1155 -3.6303 -0.4109
C -4.2380 -3.7593 -0.8399
C -6.9183 -1.6694 2.4780
C 2.7753 1.8491 -2.3961
C -0.4764 -1.6589 3.1308
C 1.1346 3.8462 0.3526
C 1.7224 -4.5334 -1.4791
C 2.6196 -0.4765 -2.9354
C -3.5588 -0.7714 0.9693
C -5.9465 -1.2690 1.5716
C 4.2581 0.2731 -1.3908
C -4.9917 2.0868 -2.0568
C 1.5396 -3.3775 -4.8004
C -4.6876 2.0019 0.3356
C -6.0701 1.9201 0.4836
C -6.9087 1.9327 -0.6223
C 3.8518 3.8214 4.2834
C -3.1975 -3.8000 -1.9536
C -2.9049 -5.2504 -2.3395
C 0.1405 -4.4090 0.4647
C 2.2136 -3.0318 0.4551
C 2.5278 2.9018 -1.3236
H 1.8657 -4.2924 -4.3040
H 2.6063 3.8928 -1.8136
H -3.1786 2.8220 1.6683
H -1.6572 -4.4824 -5.4617
H -4.4023 1.8246 2.4614
H 1.1707 4.8446 -0.1222
H 2.4309 -3.9724 -2.0935
H -7.9541 -1.7262 2.1650
H -3.9662 -0.4731 0.0032
H -1.5319 -1.9464 -5.4835
H -0.0589 -1.1327 -4.9982
H -0.8045 2.8891 -1.0208
H 1.9671 1.8700 -3.1283
H -3.8031 -1.9606 -2.9190
H 5.0020 0.4008 -2.2015
H 4.3471 -0.7327 -0.9820
H 0.1732 3.8795 -2.1351
H -3.2173 -1.5016 3.5553
H -7.0180 2.0052 -2.7658
H -0.2501 -4.5436 -6.5425
H -0.2322 -5.4274 -5.0005
H 0.0975 2.0998 -2.2929
H -6.4903 1.8281 1.4790
H 4.4806 0.9510 -0.5712
H 1.9521 3.7605 1.0690
H 1.7849 -2.4763 1.2880
H -3.8543 -4.2653 0.0479
H 2.8446 -2.3637 -0.1378
H 3.3160 -0.3896 -3.7929
H -0.2980 -3.7434 1.2073
H 2.2569 -5.3572 -0.9988
H -4.6917 -3.4087 -3.4624
H -2.0974 -5.2765 -3.0711
H -0.1008 -2.0395 -6.5345
H -5.1661 -4.2452 -1.1534
H -7.3211 -2.3049 4.4898
H 0.6837 -5.2008 0.9887
H 2.8461 -3.8129 0.8821
H -4.9416 -2.1876 5.1757
H 0.2089 3.7374 0.9125
H 1.5938 -0.3474 -3.2839
H 3.3103 2.8554 -0.5627
H -3.0815 2.1113 -1.0834
H 1.9709 -2.5272 -4.2750
H -2.5903 -5.8111 -1.4567
H -4.4593 -2.7257 -0.5762
H -7.9817 1.8675 -0.4854
H -0.6509 -4.8543 -0.1366
H 3.6916 2.1420 -2.9434
H -4.5563 2.1235 -3.0474
H 1.9184 -3.3801 -5.8263
H 2.7065 -1.4855 -2.5294
H -3.7913 -5.7316 -2.7641
H -2.8029 -1.5443 0.8099
H -6.2223 -1.0062 0.5571
H -3.0295 -3.1131 -4.0043
H 0.9501 -4.9429 -2.1314
H -1.0044 -0.9886 3.8447
```

Results
Relative energy (zero: lowest compared OMol25 entry of this formula, charge and spin) ... 0.0 kcal/mol
Kohn-Sham gap ... 4.888 eV
E_tot ... -4752.53717 hartree
Total charge ... -2

***

Computed, not measured: a cluster of 9 separate species, C36H58N4O24P2 in total at a distorted geometry, with wB97M-V/def2-TZVPD.

```
124
C36H58N4O24P2 (wB97M-V/def2-TZVPD)
P -2.6659 1.6392 -3.1564
P 5.1949 2.3150 2.7649
O -2.8449 0.0638 -2.9335
O 3.6462 -2.0600 1.9629
O 3.2368 -4.7756 1.8561
O 2.8344 5.1263 3.5694
O 1.8558 1.8512 -0.1308
O 5.9801 2.2689 1.3722
O -4.9965 -0.5087 0.6964
O -3.8110 2.0292 -4.2234
O 2.7830 -1.7201 -2.7039
O 1.9523 -4.2284 -2.7630
O 5.9383 1.1702 3.6243
O -5.4403 2.2822 0.8697
O -1.2765 2.0649 -3.5430
O -3.5515 -3.1081 -0.5987
O 2.9685 2.9892 -5.5984
O 5.1613 3.6204 3.5047
O -1.4048 -2.8282 4.0603
O -5.4853 -5.1379 -1.1919
O -2.8282 -6.5989 -4.8672
O -1.8784 -0.1818 4.1296
O -0.7667 -4.9655 -3.8443
O -2.9536 2.1959 5.0700
O -3.1863 2.2461 -1.7339
O 3.7093 1.6838 2.5380
N 0.3151 0.1077 0.0952
N -1.0529 -4.5755 2.6620
N 2.7713 3.9387 -3.5010
N 1.0894 4.8959 2.2068
C 2.5150 -3.7625 -1.7421
C -3.0111 -5.7828 -3.7824
C 5.6946 -0.1818 3.3112
C -4.3161 1.2474 -5.2873
C 3.3415 -2.5736 0.8742
C 3.0610 -4.0630 0.6967
C -4.2316 -5.7838 -3.0493
C 0.6414 4.3999 0.9119
C -2.2536 -3.8724 -2.3717
C 2.3082 3.2001 -4.5500
C 0.2440 0.2497 1.5224
C -3.3743 -3.9912 -1.6555
C -1.9056 -4.8803 -3.3960
C 0.0614 4.8899 3.2505
C -0.1419 -5.6624 2.3166
C 2.8763 1.4475 3.6098
C -2.9562 0.3623 3.4582
C 2.4005 4.9288 2.4496
C -4.4465 -4.9761 -1.8279
C 2.7134 -4.5309 -0.5017
C 4.0890 4.6006 -3.5122
C -3.3359 1.7378 3.9628
C 2.8938 -2.3813 -1.5567
C -2.0410 -4.1618 1.6287
C -4.1397 2.3557 2.9383
C -0.4719 -0.9515 -0.6364
C -4.1131 -0.5221 -2.6823
C -0.8561 -3.8656 3.8066
C -4.4055 0.2086 1.5467
C 1.0933 0.9800 -0.6071
C 1.9666 4.1492 -2.3193
C -2.6555 3.4207 -1.1597
C 5.3522 2.6514 0.1682
C -4.6322 1.6895 1.8260
C -3.4566 -0.3015 2.3745
C 3.2405 -1.8340 -0.4025
H 0.0020 -4.2436 4.3835
H 5.1886 -0.2914 2.3520
H -4.2904 0.1588 -5.2390
H 4.4762 3.2651 0.3782
H 3.4196 -0.7785 -0.2599
H 3.0528 -4.1675 2.5758
H -1.5426 -3.5342 0.8900
H 1.4059 4.5752 0.1550
H -4.9647 -6.5430 -3.2783
H -3.0491 4.3783 -1.5005
H 6.6054 -0.7610 3.1589
H -5.5928 1.6301 0.1819
H -0.4293 -0.7999 -1.7150
H -1.9373 -6.4655 -5.1991
H 1.2877 2.8105 -4.4128
H 1.0419 0.7479 -1.6821
H -4.4601 -3.1732 -0.2955
H 4.1294 5.6106 -3.1043
H 1.0623 3.5540 -2.1930
H -2.4042 -5.0038 1.0395
H -4.3953 3.3607 3.2400
H 2.0949 2.1582 3.8788
H 4.5274 4.5950 -4.5102
H -2.9871 -1.2314 2.0895
H 1.5807 5.1684 -2.2992
H -0.8183 -6.4910 2.1066
H -0.6702 5.6951 3.1826
H 0.7229 -0.5707 2.0569
H -1.6360 3.5745 -1.5134
H 4.9624 -0.6043 3.9992
H -1.5083 -0.9351 -0.2992
H 2.4834 -2.2439 -3.4505
H -2.6017 3.4214 -0.0710
H 2.9417 4.9194 1.4909
H -2.9013 -3.6284 2.0331
H -0.2704 4.9195 0.6173
H 0.3571 -5.4637 1.3681
H 3.3814 1.1814 4.5383
H 0.7851 1.1457 1.8264
H 0.5362 5.0363 4.2207
H -0.5140 3.9724 3.3738
H 5.0793 1.8067 -0.4644
H -4.3192 -1.4024 -3.2911
H 6.1595 3.2868 -0.1962
H 2.6336 4.0091 -1.4686
H -0.7584 0.3362 1.9416
H 0.5106 -6.0020 3.1209
H -4.8373 0.2863 -2.7831
H -5.3328 1.5732 -5.5070
H -3.7730 1.6081 -6.1608
H 0.4123 3.3355 0.9642
H 2.6111 -5.6048 -0.5542
H -0.0144 -1.8711 -0.2714
H -1.5612 -3.0727 -2.1540
H -4.1136 -0.8075 -1.6304
H 4.7029 3.9541 -2.8850
H -1.9119 -1.1411 4.1171
H 2.3986 0.5171 3.3025
```

Results
SMILES ... O=C1C=C(O)C(=O)C=C1O.O=C1C=C(O)C(=O)C=C1O.O=C1C=C(O)C(=O)C=C1O.COP(=O)(OC)OC.COP(=O)(OC)OC.CN(C)C=O.CN(C)C=O.CN(C)C=O.CN(C)C=O
Kohn-Sham gap ... 6.307 eV
E_tot ... -4114.05956 hartree

***

Computed, not measured: a structure of composition C36H58N9O3STi, with wB97M-V/def2-TZVPD.

```
108
C36H58N9O3STi (wB97M-V/def2-TZVPD)
Ti -0.4725 -0.1979 -0.1431
S 3.1845 -0.5473 0.1982
O 0.5113 1.3496 0.6471
O 0.1531 1.0526 2.8412
O -1.4752 1.3614 -1.0013
N 0.1802 -2.1408 -0.2359
N -2.2058 -1.1984 -0.8979
N 5.4609 -0.5513 -1.2197
N 0.2301 -3.0647 1.8650
N -4.2196 -2.3085 -1.4855
N 4.5772 1.4989 -0.8154
N 0.1702 -4.4868 0.0303
N -1.2058 2.6675 -1.0589
N -4.0105 -1.2453 0.5421
C -0.7164 5.3388 -1.2538
C 6.6630 -2.2337 0.1999
C -0.7362 -0.5888 -4.8201
C 2.1805 -2.3492 -3.3677
C 3.7513 2.4899 -0.1269
C -3.4988 -0.1514 1.3498
C 5.7432 3.4064 1.2133
C 1.1657 -2.1657 2.5366
C 1.3906 -1.6689 -4.2449
C 4.3051 2.8969 1.2284
C -2.0138 -0.2347 -4.4959
C -1.7412 -1.0717 -2.2435
C -1.4576 3.4476 -0.0024
C 8.5718 -0.6984 -0.5974
C -0.7168 3.1501 -2.2083
C -1.2202 4.8042 -0.0806
C 1.0595 2.1604 3.1437
C -3.6849 -3.2605 -2.4454
C 0.2119 -3.2325 0.5184
C 8.1477 -2.0869 -0.1216
C 0.1043 -1.2096 -3.8660
C 4.4790 0.1635 -0.6412
C 0.8889 -5.5912 0.6698
C -0.3701 -1.4347 -2.5373
C -0.0190 0.7298 1.5989
C 1.7514 -2.5546 -2.0436
C -0.4848 -3.9717 2.7552
C -0.4619 4.5013 -2.3264
C 0.5390 -2.0991 -1.6197
C 5.9566 4.6092 0.2992
C -2.5100 -0.4793 -3.2057
C -5.6563 -2.0656 -1.6121
C -3.4485 -1.5691 -0.6410
C 5.7174 -1.9733 -0.9685
C -4.8884 -2.1713 1.2593
C -0.4872 -4.8547 -1.2176
H 3.6597 3.3474 -0.7955
H 0.1845 -4.6601 3.2745
H -0.0715 4.8779 -3.2609
H -5.9425 -1.1785 -1.0545
H 8.7201 -2.3427 0.7721
H 2.0695 1.7625 3.1952
H 9.6570 -0.5996 -0.6244
H 8.1930 0.0842 0.0690
H 8.2297 -0.4857 -1.6163
H 6.0253 3.6700 2.2339
H -3.7080 -2.8690 -3.4647
H -0.3558 -0.4253 -5.8209
H 2.4009 -3.0426 -1.3279
H 5.4584 1.8316 -1.1788
H -0.5610 2.4103 -2.9795
H -4.3087 0.2305 1.9699
H 3.6507 3.6809 1.6281
H 1.6230 -5.2136 1.3746
H 6.4215 2.5940 0.9307
H 6.4820 -3.2505 0.5564
H -2.6623 -3.5128 -2.1935
H -0.5279 6.4012 -1.3332
H -6.2472 -2.9131 -1.2598
H -5.8891 -1.9035 -2.6662
H 5.2966 5.4351 0.5783
H 8.4229 -2.8296 -0.8769
H 1.9023 -2.7562 3.0867
H 4.7479 -2.4288 -0.7762
H 0.6408 -1.5244 3.2439
H -5.8759 -1.7380 1.4162
H -3.1484 0.6508 0.7071
H -1.8563 2.9407 0.8615
H 0.2108 -6.2765 1.1781
H 0.9991 2.9278 2.3795
H 4.2245 2.0377 1.9015
H -3.5174 -0.1754 -2.9497
H 5.7589 4.3798 -0.7522
H -4.4490 -2.3870 2.2354
H -1.2264 -4.5442 2.2049
H 6.2539 -0.0202 -1.5456
H -4.2868 -4.1694 -2.4044
H 6.9807 4.9779 0.3533
H -1.4369 5.4221 0.7790
H 2.7633 2.0506 -0.0108
H 1.7261 -1.4864 -5.2585
H 0.7383 2.5342 4.1087
H 1.6929 -1.5466 1.8183
H 6.3813 -1.5665 1.0219
H -2.6579 0.2276 -5.2338
H 1.4139 -6.1411 -0.1114
H -1.0731 -5.7579 -1.0458
H -1.0014 -3.3763 3.5084
H -4.9925 -3.1039 0.7151
H -2.6861 -0.4677 2.0070
H -1.1468 -4.0630 -1.5441
H 0.2394 -5.0476 -2.0069
H 6.1146 -2.3974 -1.8934
H 3.1543 -2.7115 -3.6744
```

Results
Relative energy (zero: lowest compared OMol25 entry of this formula, charge and spin) ... 10.8 kcal/mol
Kohn-Sham gap (alpha / beta) ... 7.287 / 7.360 eV
E_tot ... -3372.32449 hartree
2S+1 ... 2
Expectation value of S² ... 0.75
Total charge ... +2